20
Properties=species:S:1:pos:R:3:nbo_charge:R:1 method="wB97M-V/def2-TZVPD" molar_mass_g_mol=120.15 e_above_lowest_ev=1.879 largest_force_ev_per_a=2.02 smiles="NCCCNC=O.O"
O 1.913 -2.139 -1.783 -0.59
C 0.953 -1.458 -1.501 0.53
N -0.148 -1.957 -0.859 -0.63
C -1.344 -1.182 -0.665 -0.23
C -1.448 -0.449 0.683 -0.42
C -0.590 0.805 0.822 -0.23
N -1.431 2.025 0.926 -0.85
H 0.834 -0.421 -1.827 0.11
H -0.031 -2.760 -0.263 0.40
H -1.584 -0.527 -1.487 0.21
H -2.248 -1.804 -0.673 0.20
H -1.238 -1.102 1.529 0.21
H -2.513 -0.212 0.786 0.20
H 0.005 0.997 -0.063 0.19
H -0.078 0.835 1.774 0.20
H -1.044 2.658 1.611 0.36
H -2.390 1.852 1.194 0.35
H 1.534 3.578 0.827 0.47
H 2.944 3.349 1.319 0.47
O 2.031 3.095 1.509 -0.94